# 1
This record from the OMol25 dataset describes a molecular structure, C21H36CdP2Te. The level of theory is ωB97M-V/def2-TZVPD.

The LUMO energy (spin up / spin down) is -0.491 / -1.019 eV. As for the HOMO-LUMO gap (spin up / spin down): 4.9 / 4.4 eV.

```
61
Properties=species:S:1:pos:R:3:forces:R:3
P -0.000384 -0.120237 -2.958781 1.732 0.475 -0.845
P 1.323980 -1.846992 0.131451 2.049 0.688 -0.631
C 1.537752 -1.024321 -2.522513 -0.163 -0.061 -0.876
C 1.448934 -2.270505 -1.649146 -0.076 -0.629 -0.471
H 2.200286 -0.252522 -2.124049 0.035 0.089 0.168
H 1.941997 -1.266692 -3.512773 0.269 -0.311 0.273
H 0.606782 -2.907753 -1.928252 0.050 0.086 -0.120
H 2.343648 -2.876347 -1.818824 -0.009 0.007 0.086
C 3.211607 -1.626125 0.189777 0.807 0.207 0.552
H 3.582725 -1.306430 1.170203 -0.270 0.028 0.010
H 3.646704 -0.914904 -0.522374 -0.555 -0.020 0.033
H 3.729136 -2.584748 -0.011625 -0.566 0.234 0.026
C 1.424836 -3.361017 1.118968 -0.022 -1.109 0.655
H 2.347880 -3.912621 0.971345 0.158 -0.077 -0.028
H 0.608100 -4.094489 0.988889 0.403 0.211 0.126
H 1.384402 -2.999072 2.155053 0.075 -0.220 -0.052
C 0.515467 0.454151 -4.675298 -0.075 -0.371 -0.046
H -0.279729 0.994091 -5.221683 0.241 -0.227 0.421
H 0.831477 -0.397845 -5.299126 -0.257 0.080 0.273
H 1.394881 1.121613 -4.592144 -0.530 -0.422 0.191
C -1.301154 -1.341613 -3.238455 -0.354 -0.459 -0.563
H -1.110810 -2.244400 -2.642666 -0.197 0.299 -0.063
H -1.296590 -1.620482 -4.300129 -0.236 -0.072 0.198
H -2.279934 -0.920645 -2.970508 0.229 -0.173 -0.077
Cd -1.145742 -2.823195 0.271264 -0.256 -0.455 -1.068
C 2.551793 1.750723 -0.213138 -0.398 -0.792 0.539
C 3.427540 2.397031 -0.979176 -0.415 -0.747 -0.528
C 3.225308 3.603585 -1.815765 -1.284 0.491 0.309
C 1.661222 3.790500 -2.053651 1.979 0.656 -0.152
C 0.897129 2.683846 -2.648228 -0.765 -1.468 -0.733
C 0.032194 1.747669 -2.014990 -2.246 1.514 1.377
C -0.070701 1.416035 -0.480976 0.788 0.283 -0.384
C 1.148866 1.915750 0.287650 -0.370 1.065 0.768
C -2.859183 -2.183723 1.246163 -0.718 1.699 0.348
H 2.849920 0.853254 0.301211 1.049 -0.326 -0.466
H 4.290711 1.809021 -1.232290 0.771 -0.011 0.413
H 3.793432 3.543400 -2.748740 -0.115 -0.099 0.045
H 3.580657 4.493908 -1.268372 0.011 -0.156 -0.247
H 1.312572 4.140229 -1.084369 -0.419 -0.062 -0.016
H 1.555590 4.641233 -2.743441 -0.012 -0.058 0.220
H 0.752240 2.686921 -3.754683 -0.115 0.762 1.165
H -1.027379 1.925692 -2.233863 -0.069 -0.414 -0.753
H -0.209714 0.341042 -0.293599 0.119 0.260 -0.381
H -0.942607 1.884283 0.027802 0.351 -0.043 -0.754
H 0.905995 2.947109 0.484727 0.209 0.579 0.226
H 1.143176 1.422697 1.261382 -0.132 0.051 0.152
H -3.471504 -2.977000 1.684593 0.027 0.580 -0.087
H -3.358004 -1.634828 0.442924 -0.463 -0.069 0.068
H -2.447338 -1.360928 1.949784 -1.332 -0.952 -1.279
Te -1.614564 -2.428581 3.644469 0.696 -0.165 2.571
C -2.907867 -1.067891 4.670968 -0.849 0.935 -0.432
C -2.478878 0.255971 4.965881 -0.388 -0.357 0.097
C -3.398833 1.230658 5.426136 0.197 -0.959 0.215
C -4.750909 0.872182 5.609836 0.308 -0.072 -0.379
C -5.213496 -0.403636 5.238427 0.856 -0.333 0.252
C -4.291480 -1.377317 4.786669 0.529 0.454 0.207
H -1.404934 0.463593 4.852461 -0.632 0.192 0.043
H -3.044989 2.232433 5.713899 -0.209 -0.571 -0.240
H -5.445954 1.600808 6.044389 0.265 -0.301 -0.316
H -6.268636 -0.669063 5.373152 0.473 0.127 -0.113
H -4.587626 -2.403505 4.544156 -0.179 0.507 0.067
```
Forces are in eV/Å.

***

# 2
This record from the OMol25 dataset describes a single C3H6N2O molecule. The level of theory is ωB97M-V/def2-TZVPD.

As for the structure (SMILES): O=C1NCCN1. The LUMO energy is 0.897 eV. As for the HOMO-LUMO gap: 10.4 eV.

```
12
Properties=species:S:1:pos:R:3:forces:R:3
O -0.360753 -1.278062 -2.226982 0.099 0.195 0.243
C -0.249069 -0.688598 -1.172156 0.072 -0.027 -0.089
N 0.198238 -1.232058 0.032536 -0.013 -0.167 -0.129
C 0.536076 -0.177862 0.971424 0.027 0.089 0.161
C -0.367059 0.965043 0.479485 0.072 0.069 0.159
N -0.545629 0.628833 -0.916596 0.152 -0.079 -0.143
H 0.808306 -2.027610 -0.072695 -0.104 0.008 0.036
H 1.599357 0.106420 0.923899 -0.203 -0.054 -0.079
H 0.301392 -0.441282 2.006141 0.027 -0.073 -0.160
H -1.330179 0.950656 1.009348 0.203 0.092 -0.050
H 0.128426 1.923714 0.636198 -0.195 0.046 -0.114
H -0.719105 1.270805 -1.670601 -0.138 -0.100 0.165
```
Forces are in eV/Å.

***

# 3
This record from the OMol25 dataset describes a molecular structure, C25H23NP2PtS4Sb. The level of theory is ωB97M-V/def2-TZVPD.

The total charge is +1. Its multiplicity is 5. The LUMO energy (spin up / spin down) is -2.640 / -5.547 eV. As for the HOMO-LUMO gap (spin up / spin down): 8.3 / 5.9 eV.

```
57
Properties=species:S:1:pos:R:3:forces:R:3
Pt 1.073223 -1.727696 -0.519836 0.082 -0.062 -0.127
S 2.077224 -5.228385 -4.677925 0.011 0.011 -0.033
Sb 2.526819 -3.724191 -2.827298 -0.152 -0.113 0.021
S 0.377572 -3.621296 -1.753192 0.173 0.046 0.001
S 3.159907 -2.707561 -0.369600 -0.029 0.112 0.068
S 1.725761 -1.771305 -3.858460 -0.003 0.043 0.003
C -1.282078 1.029525 1.734810 -0.031 0.282 -0.131
N -0.434794 0.526082 0.652566 0.045 -0.518 0.098
P 1.251162 0.189954 0.703823 -0.064 0.077 0.003
C 1.769590 0.122981 2.422312 0.003 -0.065 0.029
C 2.399137 -1.030343 2.888227 -0.055 0.021 0.028
C 2.815389 -1.114251 4.209072 0.003 -0.014 -0.024
C 2.599997 -0.052734 5.072851 0.011 -0.007 0.012
C 1.967662 1.097775 4.619424 -0.009 0.012 0.003
C 1.554868 1.188977 3.301985 -0.012 0.016 0.002
C 2.086667 1.546443 -0.129786 0.037 0.007 0.092
C 2.116269 1.501499 -1.524170 -0.004 0.085 -0.012
C 2.683865 2.543438 -2.239326 -0.011 -0.029 -0.014
C 3.231875 3.627126 -1.568059 0.006 0.018 0.052
C 3.222226 3.666097 -0.179695 0.013 0.017 -0.057
C 2.654171 2.628172 0.541118 0.061 -0.004 0.067
P -0.930833 -0.677945 -0.444911 -0.043 0.147 0.035
C -2.351025 -1.553901 0.198862 0.040 -0.077 0.032
C -2.149115 -2.704444 0.962007 -0.026 0.060 0.012
C -3.237430 -3.368562 1.503602 -0.015 0.007 0.000
C -4.520917 -2.887123 1.281885 0.004 -0.017 0.015
C -4.724719 -1.746382 0.516921 -0.013 0.014 -0.009
C -3.642080 -1.077882 -0.030161 0.024 -0.005 -0.045
C -1.435636 0.149943 -1.954458 -0.083 -0.038 0.001
C -1.542325 1.535153 -2.017893 0.045 0.006 -0.006
C -1.917762 2.138251 -3.210504 0.005 0.012 0.020
C -2.175225 1.361510 -4.329817 -0.006 -0.007 -0.017
C -2.061086 -0.022907 -4.267406 -0.009 0.027 -0.022
C -1.691383 -0.632053 -3.081727 -0.029 0.010 0.041
H -0.964122 2.024649 2.038836 0.032 0.031 -0.005
H -1.272965 0.365506 2.600744 0.016 0.011 -0.003
H -2.304952 1.116367 1.371330 -0.012 -0.033 -0.002
H 2.557514 -1.866005 2.221100 0.008 -0.020 -0.025
H 3.304506 -2.012733 4.560098 0.003 0.003 0.003
H 2.923131 -0.119164 6.103206 -0.001 -0.002 -0.002
H 1.796729 1.926671 5.293078 0.002 -0.004 0.002
H 1.069283 2.096008 2.967366 -0.022 -0.018 0.001
H 1.707673 0.648272 -2.052324 -0.017 -0.021 -0.013
H 2.706166 2.499976 -3.320268 0.006 0.012 0.005
H 3.681259 4.438332 -2.125362 -0.001 -0.002 -0.006
H 3.666736 4.502268 0.342906 0.001 0.002 0.000
H 2.680437 2.655967 1.622968 0.019 0.015 -0.092
H -1.144123 -3.077117 1.118153 0.015 -0.020 0.009
H -3.088000 -4.264744 2.090227 0.008 0.000 -0.001
H -5.370063 -3.410488 1.701035 0.000 0.000 -0.001
H -5.728075 -1.383649 0.339376 0.001 0.002 0.001
H -3.796446 -0.200245 -0.647285 -0.017 -0.012 0.012
H -1.314379 2.139067 -1.148005 -0.005 -0.006 -0.010
H -2.002489 3.215339 -3.264815 -0.001 0.000 -0.001
H -2.461679 1.836447 -5.258847 -0.001 -0.006 -0.001
H -2.254194 -0.624511 -5.145306 0.001 -0.003 0.001
H -1.588918 -1.710179 -3.033450 -0.005 -0.005 -0.009
```
Forces are in eV/Å.

***

Taking the records one at a time from the top gives relative energy (zero: lowest compared OMol25 entry of this formula, charge and spin) values of 261.7 4.7 31.0 kJ/mol.
Taking the records one at a time from the top gives energy values of -52786.2612 -8236.6498 -99486.4615 eV.